1.
The following is a quantum chemistry calculation of a molecular structure, C22H29GeIIrN4O2 in a non-equilibrium geometry, from the OMol25 dataset.

XYZ file:
```
60
Properties=species:S:1:pos:R:3
Ir -0.02460 -0.42560 0.44620
C -4.72020 -0.62510 0.42580
C -4.17050 0.67400 -0.05600
N -4.95670 1.70200 -0.05640
C -4.55290 2.92110 -0.37920
C -3.25130 3.18540 -0.74890
C -2.83390 4.63150 -0.93980
O -2.07210 4.89290 -2.09600
C -2.33630 2.10940 -0.77320
C -0.96680 2.38040 -1.09940
N 0.09450 1.81650 -0.63030
C 1.31910 2.44600 -0.85710
C 1.40210 3.83960 -1.01700
C 2.61310 4.47910 -1.17930
C 3.79630 3.75900 -1.17600
C 3.75520 2.38840 -0.99570
C 2.53390 1.76160 -0.83100
I 2.55610 -0.34630 -0.54510
C -2.77790 0.78920 -0.44060
O -2.03740 -0.23880 -0.48750
H -5.77880 -0.49750 0.63520
H -4.20340 -0.92350 1.33780
H -4.58070 -1.41490 -0.30920
H -5.29720 3.69860 -0.29380
H -2.19860 4.91640 -0.09210
H -3.72240 5.27110 -0.91420
H -2.65450 4.95050 -2.86190
H -0.85450 3.21690 -1.79100
H 0.50090 4.43150 -1.00480
H 2.62940 5.55080 -1.29910
H 4.74730 4.25200 -1.28140
H 4.66700 1.81150 -0.97180
C -2.31930 -3.29560 0.53150
C -0.90140 -3.62690 0.28740
N 0.10490 -2.77240 0.26570
C 1.23010 -3.51070 0.02330
C 0.89800 -4.82130 -0.10750
N -0.45490 -4.87920 0.06220
H -2.41610 -2.21460 0.58190
H -2.66330 -3.73420 1.46820
H -2.94460 -3.67440 -0.27620
H 2.20490 -3.07370 -0.04210
H 1.49800 -5.68360 -0.30280
H -1.02110 -5.71270 0.02870
C 1.69940 0.76020 4.47420
Ge -0.11070 0.00350 4.18720
C -1.41790 0.91390 5.39520
C -0.07170 -1.94640 4.56970
C -0.75440 0.41200 2.33740
H 1.93540 0.74350 5.53520
H 1.75720 1.79020 4.13340
H 2.45280 0.17610 3.95240
H -1.12180 0.77010 6.42950
H -2.41830 0.51230 5.26840
H -1.44820 1.98040 5.19620
H 0.06240 -2.10080 5.63740
H 0.75960 -2.41800 4.05260
H -0.99320 -2.43620 4.26960
H -0.60050 1.48790 2.20660
H -1.83570 0.23930 2.33710
```

Results
- Orbital gap: 6.55 eV
- Net charge: +1
- HOMO energy: -10.664 eV
- ΔE to the lowest compared entry with this formula, charge and spin: 60.6 kcal per mole
- Multiplicity: 1



2.
The following is a quantum chemistry calculation of a molecular structure, C22H29IrN4O2P in a non-equilibrium geometry, from the OMol25 dataset.

XYZ file:
```
59
Properties=species:S:1:pos:R:3
Ir 0.07547 0.50203 1.17090
C 2.00427 0.59443 5.90259
O 1.29389 1.64266 5.23354
C 0.78158 1.46944 4.05790
O 0.79655 0.41805 3.39305
N 0.18328 2.58905 3.58483
N -0.47765 2.57393 2.33970
H 2.22166 0.97590 6.89959
H 2.93819 0.37303 5.38431
H 1.38569 -0.30017 5.96882
H 0.18007 3.42850 4.15795
H -0.19495 3.39938 1.80194
H -1.49310 2.62527 2.48555
C -0.41254 0.51475 -6.95574
C 0.57021 -0.38116 -6.54594
C 0.79864 -0.59223 -5.18962
C 0.00269 0.06738 -4.25150
C -1.00855 0.95079 -4.66758
C -1.20508 1.16872 -6.02360
P 0.19211 -0.28570 -2.47560
C -1.30322 0.22915 -1.56247
C -2.44738 -0.56424 -1.63915
C -3.62835 -0.16094 -1.02664
C -3.66896 1.03472 -0.32169
C -2.54272 1.84420 -0.25493
C -1.33060 1.44641 -0.83280
C 1.58540 0.58380 -1.71005
C 2.63520 1.04551 -2.50653
C 3.73637 1.65510 -1.91779
C 3.83591 1.72229 -0.53525
C 2.81221 1.21335 0.26043
C 1.64961 0.67184 -0.29746
H -0.55727 0.70475 -8.01307
H 1.12735 -0.95294 -7.27576
H 1.55692 -1.30103 -4.88295
H -1.58685 1.51267 -3.94650
H -1.95463 1.88096 -6.34206
H -2.42110 -1.48075 -2.21179
H -4.52858 -0.74800 -1.12923
H -4.59276 1.36332 0.12999
H -2.63289 2.83612 0.16122
H -0.55790 2.19020 -1.00807
H 2.59257 0.93363 -3.58164
H 4.53119 2.04368 -2.53813
H 4.70826 2.15429 -0.06391
H 2.93307 1.24835 1.33734
N -0.30154 -4.93548 3.17612
C -1.23209 -3.77071 3.06780
C -0.56332 -2.38649 2.91022
N -0.51551 -1.86595 1.53204
H -0.85714 -5.80127 3.28163
H 0.29634 -4.86763 4.01422
H 0.30533 -5.06269 2.35379
H -1.83232 -3.76858 3.98089
H -1.91007 -3.95619 2.23046
H 0.45035 -2.38296 3.31470
H -1.14520 -1.67499 3.49735
H -1.43337 -1.97172 1.10131
H 0.15524 -2.39587 0.97728
```

Results
- Orbital gap (alpha / beta): 5.57 / 5.26 eV
- Net charge: +4
- HOMO energy (alpha / beta): -19.207 / -19.180 eV
- ΔE to the lowest compared entry with this formula, charge and spin: 68.4 kcal per mole
- Multiplicity: 2



3.
The following is a quantum chemistry calculation of a molecular structure, C22H29N2O3S5SbSeW in a non-equilibrium geometry, from the OMol25 dataset.

XYZ file:
```
64
Properties=species:S:1:pos:R:3
W 2.13163 2.12729 1.72896
S 0.97740 6.62177 0.19362
Sb 1.80112 4.79172 1.03738
S 0.71343 3.60021 2.87780
S 2.11474 2.82633 -0.47540
S 3.72772 3.83467 2.01693
C 3.52884 -5.74651 4.14497
C 3.37174 -4.30401 3.78233
C 2.10014 -3.71991 3.71699
C 1.93466 -2.40048 3.36425
C 3.08944 -1.66101 3.06914
C 4.37879 -2.21069 3.12057
C 4.50107 -3.53228 3.48359
S 2.92534 -0.07194 2.57941
O 1.72121 0.64307 3.20646
O 4.02611 0.87985 2.77455
O 2.57913 0.13309 1.09611
H 2.63939 -6.14093 4.63044
H 4.38786 -5.89330 4.79825
H 3.70744 -6.33045 3.23872
H 1.23099 -4.31578 3.96242
H 0.95557 -1.94088 3.33850
H 5.24835 -1.61104 2.88458
H 5.48488 -3.97766 3.54926
C -3.34350 -1.32209 -1.22458
C -2.30034 -1.74821 -0.19648
C -1.03762 -2.34713 -0.83402
C 0.17221 -1.41698 -0.87432
N -0.15258 -0.10362 -1.44049
C -0.43891 1.03026 -0.78381
Se -0.31611 1.27291 1.07860
N -0.81392 1.96936 -1.66910
C -1.24226 3.34670 -1.40184
C -2.72843 3.60471 -1.69407
C -3.63485 3.57344 -0.46307
C -3.94864 2.16306 0.02255
C -0.75325 1.42714 -2.94369
C -1.01755 1.98688 -4.19421
C -0.84606 1.15702 -5.27864
C -0.42717 -0.18105 -5.13254
C -0.16969 -0.73203 -3.89814
C -0.34247 0.11011 -2.79932
H -4.20431 -0.85501 -0.74739
H -3.70455 -2.18425 -1.78660
H -2.93241 -0.61005 -1.94665
H -2.73862 -2.48104 0.48110
H -2.03953 -0.88966 0.43296
H -1.26196 -2.67017 -1.85359
H -0.72260 -3.24217 -0.29502
H 0.95700 -1.83266 -1.50645
H 0.59495 -1.24675 0.11389
H -0.60805 3.99575 -2.00784
H -1.02024 3.54127 -0.35245
H -3.08497 2.87050 -2.42141
H -2.79762 4.58063 -2.17653
H -4.56924 4.07761 -0.71218
H -3.17511 4.16017 0.33881
H -4.43242 1.58594 -0.76782
H -4.62127 2.17941 0.87948
H -3.04989 1.62402 0.33026
H -1.34130 3.01172 -4.31006
H -1.03874 1.53795 -6.27192
H -0.29720 -0.78627 -6.01894
H 0.15226 -1.75854 -3.79430
```

Results
- Orbital gap (alpha / beta): 5.57 / 5.57 eV
- Net charge: +2
- HOMO energy (alpha / beta): -14.343 / -14.343 eV
- Multiplicity: 1



DFT total energy list, top to bottom, in eV: -100787.321, -45423.595, -160278.332